[1]
A molecular structure, C34H39N5O3P2SW in a non-equilibrium geometry, computed with the ωB97M-V functional and the def2-TZVPD basis.

Each line ends with the Löwdin spin population.
Atoms and positions in Å:
1 W -0.808 -0.782 -0.366  0.84
2 C -5.880 -3.275 -2.855  0.00
3 C -5.429 -2.247 -3.583  0.00
4 C -6.221 -1.001 -3.825  0.00
5 C -6.908 -0.340 -2.592  0.00
6 C -6.221 -0.430 -1.251  0.00
7 C -6.167 -1.529 -0.491  0.00
8 C -7.137 -2.668 -0.676  0.00
9 C -7.178 -3.296 -2.088  0.00
10 C -0.540 -0.126 1.652  0.07
11 H -5.383 -4.251 -2.871  0.00
12 H -4.561 -2.368 -4.234  0.00
13 H -7.030 -1.210 -4.552  0.00
14 H -5.566 -0.270 -4.325  0.00
15 H -7.027 0.730 -2.840  0.00
16 H -7.925 -0.755 -2.525  0.00
17 H -5.956 0.542 -0.823  0.00
18 H -5.538 -1.592 0.394  0.00
19 H -8.166 -2.320 -0.463  0.00
20 H -6.913 -3.448 0.065  0.00
21 H -7.477 -4.352 -1.982  0.00
22 H -7.961 -2.793 -2.672  0.00
23 H 0.038 -1.090 1.736  0.01
24 H -1.325 -0.155 2.415  0.01
25 H 0.143 0.699 1.884  0.01
26 P -2.495 0.818 0.166  0.07
27 P -0.830 0.684 -2.313  0.48
28 N -3.654 0.435 1.414  0.03
29 N -2.050 2.503 0.557  0.01
30 N -1.468 -1.770 -1.898  0.06
31 N -0.008 0.239 -3.740  0.07
32 C -3.432 0.973 -1.359  0.00
33 C -2.571 1.091 -2.643  0.06
34 C -3.562 -0.581 2.376  0.01
35 C -4.447 -0.304 3.409  0.00
36 C -5.199 0.853 3.028  0.00
37 C -4.704 1.282 1.802  0.00
38 C -1.415 2.960 1.719  0.00
39 C -1.200 4.330 1.609  0.01
40 C -1.700 4.738 0.331  0.00
41 C -2.191 3.598 -0.298  0.01
42 C -1.311 -2.721 -0.702  0.03
43 C -2.434 -3.616 -0.837  0.02
44 C -2.948 -3.444 -2.112  0.00
45 C -2.405 -2.290 -2.696  0.00
46 C -0.236 -0.662 -4.785  0.01
47 C 0.904 -0.728 -5.593  0.02
48 C 1.865 0.185 -5.032  0.01
49 C 1.293 0.747 -3.902  0.02
50 H -4.129 1.819 -1.250  0.00
51 H -4.048 0.068 -1.416  0.00
52 H -2.927 0.431 -3.455  0.01
53 H -2.603 2.136 -3.019  0.01
54 H -2.881 -1.417 2.257  0.00
55 H -4.530 -0.846 4.342  0.00
56 H -5.997 1.316 3.593  0.00
57 H -5.011 2.106 1.176  0.00
58 H -1.132 2.272 2.499  0.00
59 H -0.736 4.962 2.350  0.00
60 H -1.699 5.732 -0.085  0.00
61 H -2.595 3.469 -1.287  0.00
62 H -0.351 -3.264 -0.613  0.00
63 H -2.665 -4.368 -0.101  0.00
64 H -3.606 -4.102 -2.652  0.00
65 H -2.646 -1.814 -3.638  0.00
66 H -1.179 -1.173 -4.883  0.00
67 H 1.044 -1.349 -6.465  0.00
68 H 2.856 0.400 -5.406  0.00
69 H 1.671 1.467 -3.194  0.01
70 O 2.599 -0.379 1.413  0.01
71 S 2.343 0.081 0.066  0.01
72 O 1.974 1.456 -0.183  0.01
73 N 1.228 -0.954 -0.778  0.08
74 C 1.834 -1.720 -1.802  0.01
75 O 1.199 -2.463 -2.547  0.01
76 C 3.270 -1.413 -1.864  0.00
77 C 4.176 -1.885 -2.828  0.00
78 C 5.459 -1.341 -2.856  0.00
79 C 5.853 -0.408 -1.881  0.00
80 C 4.966 0.028 -0.899  0.00
81 C 3.661 -0.447 -0.963  0.00
82 H 3.833 -2.643 -3.533  0.00
83 H 6.158 -1.628 -3.651  0.00
84 H 6.863 -0.002 -1.900  0.00
85 H 5.242 0.717 -0.109  0.00

Atoms 1-6, force components in eV/Å:
3.68 2.06 1.24
-0.20 -0.26 -0.22
-0.68 -0.77 -0.21
0.00 0.58 0.08
-0.64 0.45 -0.12
-0.33 0.25 0.12

Summary:
HOMO-LUMO gap (alpha / beta) ... 4.986 / 4.931 eV
Net charge ... +2
Expectation value of S² ... 2.01
Spin multiplicity ... 3



[2]
A molecular structure, C34H40BBrClIrN11O7, computed with the ωB97M-V functional and the def2-TZVPD basis.

Each line ends with the Löwdin spin population.
Atoms and positions in Å:
1 Ir -1.991 -0.573 -1.071  0.00
2 C 0.010 1.678 -2.858  0.00
3 C 0.644 0.774 -1.857  0.00
4 C 1.998 0.672 -1.515  0.00
5 C 2.080 -0.323 -0.561  0.00
6 C 3.277 -0.857 0.150  0.00
7 N 0.837 -0.790 -0.346  0.00
8 N -0.034 -0.117 -1.134  0.00
9 B 0.275 -1.829 0.642  0.00
10 N -0.760 -1.095 1.534  0.00
11 N -1.810 -0.424 0.972  0.00
12 C -2.462 0.209 1.960  0.00
13 C -3.686 1.032 1.773  0.00
14 C -1.815 -0.063 3.168  0.00
15 C -0.755 -0.893 2.861  0.00
16 C 0.242 -1.521 3.777  0.00
17 N -0.464 -2.902 -0.160  0.00
18 N -1.522 -2.519 -0.909  0.00
19 C -2.049 -3.603 -1.482  0.00
20 C -3.235 -3.579 -2.385  0.00
21 C -1.296 -4.712 -1.089  0.00
22 C -0.308 -4.234 -0.252  0.00
23 C 0.756 -4.973 0.485  0.00
24 H 0.323 1.397 -3.866  0.00
25 H 0.333 2.705 -2.691  0.00
26 H -1.073 1.641 -2.809  0.00
27 H 2.809 1.252 -1.920  0.00
28 H 4.148 -0.253 -0.097  0.00
29 H 3.487 -1.889 -0.134  0.00
30 H 3.144 -0.844 1.233  0.00
31 H 1.146 -2.301 1.304  0.00
32 H -3.508 1.873 1.106  0.00
33 H -4.009 1.415 2.738  0.00
34 H -4.497 0.436 1.361  0.00
35 H -2.113 0.280 4.143  0.00
36 H 0.114 -1.127 4.782  0.00
37 H 1.265 -1.333 3.451  0.00
38 H 0.112 -2.603 3.816  0.00
39 H -3.794 -2.650 -2.303  0.00
40 H -3.899 -4.406 -2.139  0.00
41 H -2.925 -3.711 -3.424  0.00
42 H -1.471 -5.739 -1.364  0.00
43 H 0.721 -6.027 0.219  0.00
44 H 0.618 -4.891 1.564  0.00
45 H 1.749 -4.591 0.245  0.00
46 C -2.062 4.276 -0.527  0.00
47 O -1.187 3.408 0.205  -0.01
48 C -0.290 4.007 1.017  0.00
49 C -0.174 5.374 1.207  0.07
50 C 0.821 5.895 2.042  0.00
51 Br 0.933 7.759 2.259  0.00
52 C 1.700 5.072 2.686  0.04
53 C 1.582 3.673 2.522  0.03
54 C 0.578 3.143 1.695  0.06
55 O 0.491 1.800 1.531  0.03
56 C 2.507 2.846 3.225  0.10
57 N 3.472 3.355 4.039  0.13
58 C 4.128 2.309 4.513  0.11
59 C 5.234 2.276 5.413  0.08
60 C 5.729 1.055 5.743  0.02
61 C 5.166 -0.142 5.210  0.20
62 C 4.089 -0.151 4.332  0.00
63 C 3.578 1.082 3.993  0.13
64 N 2.553 1.488 3.178  0.00
65 H -1.485 4.968 -1.142  0.00
66 H -2.708 4.832 0.155  0.00
67 H -2.657 3.632 -1.160  0.00
68 H -0.846 6.056 0.709  0.00
69 H 2.482 5.462 3.319  0.00
70 H -0.424 1.493 1.423  0.00
71 H 5.641 3.199 5.800  0.00
72 H 6.566 0.970 6.422  0.00
73 H 5.601 -1.087 5.508  0.01
74 H 3.687 -1.079 3.949  0.00
75 H 1.903 0.941 2.630  0.00
76 O -2.971 1.337 -1.372  0.00
77 Cl -4.348 0.764 -1.615  0.00
78 O -5.298 1.437 -0.830  0.00
79 O -4.652 0.778 -2.989  0.00
80 O -4.144 -0.643 -1.127  0.00
81 C -3.157 -0.647 -5.540  0.00
82 N -1.894 -1.328 -5.232  0.00
83 C -1.177 -1.968 -6.191  0.00
84 C -0.024 -2.606 -5.899  0.00
85 C 0.398 -2.567 -4.541  0.00
86 N -0.300 -1.933 -3.601  0.00
87 C -1.432 -1.328 -3.936  0.00
88 O -2.169 -0.709 -3.110  0.00
89 N 1.524 -3.173 -4.154  0.00
90 H -3.357 -0.765 -6.601  0.00
91 H -3.080 0.407 -5.289  0.00
92 H -3.964 -1.082 -4.957  0.00
93 H -1.589 -1.936 -7.189  0.00
94 H 0.540 -3.117 -6.664  0.00
95 H 2.096 -3.686 -4.799  0.00
96 H 1.780 -3.139 -3.182  0.00

Atoms 1-6, force components in eV/Å:
-0.09 0.05 -0.04
0.06 0.00 0.01
0.00 -0.02 0.03
-0.07 0.01 -0.05
-0.01 -0.01 0.00
0.00 0.00 0.02

Summary:
HOMO-LUMO gap (alpha / beta) ... 8.014 / 4.930 eV
Net charge ... +2
Expectation value of S² ... 0.79
Spin multiplicity ... 2



What is the net charge in the second record?
+2



Which value of expectation value of S² does entry 2 give?
0.79



Look up the net charge of the first one.
+2



Which of these has the lowest spin multiplicity?
C34H40BBrClIrN11O7